[1]
This record from the Open Molecules 2025 dataset describes a molecular structure, C11H16BN8NiO2. The level of theory is the ωB97M-V functional and the def2-TZVPD basis.

## Properties
Expectation value of S²   2.0041
Total charge   +1
HOMO-LUMO gap (alpha / beta)   9.3 / 8.7 eV
Spin multiplicity   3

Element x y z (Å)
Ni -0.249 -0.487 -0.767
C -2.246 -0.341 2.805
C -2.475 -0.829 1.522
N -1.335 -1.126 0.905
N -0.331 -0.801 1.794
C -0.871 -0.328 2.923
B 1.209 -1.002 1.506
N 1.826 0.227 0.782
C 2.603 1.185 1.294
C 2.848 2.134 0.324
C 2.160 1.668 -0.788
N 1.551 0.511 -0.530
N 1.370 -2.227 0.592
C 2.053 -3.368 0.760
C 1.922 -4.136 -0.378
C 1.115 -3.370 -1.221
N 0.787 -2.226 -0.635
H -2.972 -0.071 3.550
H -3.410 -1.004 1.014
H -0.237 -0.055 3.751
H 1.772 -1.142 2.552
H 2.946 1.111 2.313
H 3.464 3.012 0.401
H 2.097 2.098 -1.776
H 2.585 -3.542 1.680
H 2.343 -5.106 -0.569
H 0.755 -3.595 -2.212
C -2.498 3.716 -0.645
O -2.288 2.916 -1.841
C -1.669 1.775 -1.660
O -1.268 1.347 -0.587
N -1.510 1.096 -2.826
N -0.893 -0.159 -2.762
H -3.026 4.596 -0.992
H -1.535 3.979 -0.216
H -3.097 3.151 0.063
H -1.877 1.450 -3.694
H -0.081 -0.177 -3.370
H -1.542 -0.879 -3.064

[2]
This record from the Open Molecules 2025 dataset describes a molecular structure, C15H21F5IO2P2Sn. The level of theory is the ωB97M-V functional and the def2-TZVPD basis.

## Properties
Total charge   +3
HOMO-LUMO gap (alpha / beta)   4.2 / 4.2 eV

Element x y z (Å)
C -4.747 4.259 -3.694
C -4.146 2.878 -3.479
H -5.489 4.192 -4.509
H -3.963 4.979 -3.979
H -5.247 4.607 -2.777
O -4.424 1.871 -4.083
I -2.612 2.664 -1.917
Sn -0.017 -0.478 -0.128
P -1.857 -1.042 1.616
C -2.265 -2.809 1.754
C -1.278 -0.497 3.255
H -2.097 -0.574 3.989
H -4.074 -0.155 1.949
H -0.927 0.548 3.211
H -3.049 0.970 0.988
H -1.371 -3.387 2.038
H -0.434 -1.122 3.589
C -3.320 -0.085 1.152
H -3.041 -2.957 2.523
H -3.738 -0.473 0.211
H -2.634 -3.194 0.792
P 1.844 0.028 -1.869
C 2.496 -1.440 -2.721
C 1.140 1.204 -3.048
H 2.899 1.666 -0.401
H 3.992 1.160 -1.734
H 3.728 0.090 -0.316
C 3.247 0.808 -1.001
H 0.669 2.044 -2.513
H 1.933 1.584 -3.708
H 3.289 -1.143 -3.426
H 1.694 -1.948 -3.275
H 0.363 0.712 -3.650
H 2.917 -2.151 -1.992
C 0.078 -2.828 -0.713
O 0.132 -3.942 -0.986
F 1.073 1.675 1.930
C 1.802 0.548 2.195
C 1.538 -0.609 1.461
C 2.344 -1.707 1.738
F 2.210 -2.859 1.010
C 3.347 -1.683 2.716
F 4.099 -2.775 2.941
C 3.569 -0.515 3.439
F 4.532 -0.478 4.383
C 2.796 0.610 3.179
F 3.003 1.752 3.862

no.,calculated total energy (Ha)
1,-2550.35103
2,-2427.54164